Molecular formula: C14H17NO2S2
Method: DFT, ωB97M-V with the def2-TZVPD basis set

Each line ends with the Löwdin charge.
Positions of all 36 atoms, in Å:
O 3.00 -0.96 1.47  -0.297
S 1.78 -1.72 1.40  0.708
O 1.87 -3.14 1.56  -0.296
C 0.87 -1.30 -0.09  -0.129
C -0.27 -0.67 0.24  -0.537
S -1.48 -0.03 -0.84  1.007
C -0.70 -0.29 -2.48  -0.405
C -1.46 0.46 -3.58  -0.252
N -1.15 1.85 -3.79  -0.187
C -1.46 2.77 -2.71  -0.195
C -0.16 3.01 -1.92  -0.170
C 0.96 2.70 -2.93  -0.162
C 0.21 2.17 -4.18  -0.180
C -0.49 -0.50 1.68  -0.241
C -1.59 0.11 2.28  -0.030
C -1.64 0.18 3.66  -0.061
C -0.61 -0.34 4.44  -0.062
C 0.49 -0.94 3.84  -0.029
C 0.53 -1.01 2.47  -0.209
H 1.25 -1.56 -1.05  0.093
H -0.72 -1.36 -2.67  0.086
H 0.33 0.05 -2.41  0.067
H -1.26 -0.05 -4.53  0.121
H -2.54 0.39 -3.39  0.113
H -1.79 3.71 -3.17  0.117
H -2.27 2.39 -2.09  0.096
H -0.10 2.34 -1.06  0.072
H -0.10 4.03 -1.55  0.103
H 1.53 3.59 -3.18  0.101
H 1.65 1.96 -2.54  0.096
H 0.16 2.95 -4.94  0.114
H 0.70 1.30 -4.63  0.117
H -2.38 0.51 1.67  0.094
H -2.49 0.65 4.13  0.108
H -0.67 -0.27 5.52  0.108
H 1.29 -1.35 4.43  0.124

Values from the calculation:
HOMO: -8.643 eV
energy relative to the best compared isomer or geometry (same formula, charge and spin): 120.2 kJ/mol
Kohn-Sham gap: 8.468 eV
LUMO energy: -0.18 eV

Molecular formula: C35H41Cl2N3RuS
Method: DFT, ωB97M-V with the def2-TZVPD basis set

Each line ends with the Mulliken spin population.
Positions of all 83 atoms, in Å:
Ru 10.32 14.51 14.09  2.415
C 9.32 14.20 16.16  0.106
C 9.50 15.60 15.99  0.008
C 10.93 15.84 15.92  -0.128
C 11.56 14.56 16.15  0.174
C 10.58 13.56 16.32  0.181
C 10.79 12.10 16.62  0.024
C 11.68 12.01 17.90  0.011
C 11.50 11.39 15.44  0.051
C 9.39 11.49 16.95  0.001
C 11.82 17.12 15.98  0.005
C 13.23 16.86 15.47  0.004
C 11.30 18.38 15.26  0.012
C 11.89 17.48 17.50  0.005
C 8.25 16.50 16.20  -0.045
C 7.29 16.02 15.08  0.059
C 8.38 17.98 16.14  0.002
C 7.64 16.03 17.51  0.016
H 8.35 13.70 16.05  0.026
H 12.62 14.37 16.25  -0.001
H 12.73 12.40 17.72  -0.001
H 11.82 10.95 18.10  0.003
H 11.26 12.50 18.76  0.003
H 12.56 11.71 15.28  0.001
H 10.92 11.55 14.50  -0.013
H 11.53 10.29 15.63  0.001
H 8.96 12.01 17.78  0.000
H 9.49 10.43 17.15  0.000
H 8.74 11.47 16.05  0.001
H 13.22 16.81 14.37  0.002
H 13.67 15.94 15.88  -0.003
H 13.85 17.68 15.75  0.000
H 11.05 18.18 14.22  -0.002
H 12.08 19.16 15.31  0.001
H 10.49 18.87 15.73  -0.002
H 12.27 16.66 18.10  0.002
H 10.87 17.72 17.85  0.001
H 12.50 18.36 17.60  -0.001
H 7.60 16.33 14.09  0.000
H 6.31 16.49 15.29  0.001
H 7.13 14.92 15.10  -0.003
H 8.70 18.33 15.16  0.001
H 8.97 18.37 16.95  -0.001
H 7.37 18.38 16.22  0.000
H 7.33 15.00 17.45  0.003
H 6.75 16.66 17.66  0.002
H 8.30 16.19 18.35  0.002
Cl 12.76 14.68 12.85  0.093
C 12.09 15.27 11.30  0.061
C 12.72 14.92 10.15  -0.020
C 12.27 15.49 8.93  0.135
C 11.24 16.41 8.89  -0.048
C 10.59 16.78 10.07  0.129
Cl 9.37 17.96 10.01  0.026
C 10.99 16.14 11.32  0.053
S 10.01 16.44 12.71  0.583
H 13.54 14.21 10.07  0.004
H 12.70 15.16 7.97  0.005
H 10.86 16.82 7.96  0.001
N 8.52 9.56 8.90  0.000
C 7.49 9.01 8.18  0.006
C 7.45 8.01 7.18  -0.004
C 6.23 7.64 6.69  0.005
C 5.04 8.26 7.09  0.000
C 5.06 9.25 8.05  0.002
C 6.30 9.65 8.61  0.003
N 6.62 10.62 9.57  0.008
C 7.91 10.51 9.70  0.001
C 8.61 11.43 10.61  0.004
C 7.79 12.39 11.24  0.004
C 8.33 13.26 12.15  0.031
N 9.64 13.26 12.50  0.015
C 10.45 12.41 11.83  0.011
C 9.97 11.49 10.89  -0.005
H 9.51 9.40 8.73  0.000
H 8.35 7.48 6.92  0.000
H 6.20 6.85 5.92  0.000
H 4.10 7.93 6.66  0.000
H 4.15 9.67 8.41  0.000
H 6.74 12.43 10.96  0.001
H 7.67 13.97 12.66  -0.029
H 11.51 12.44 12.09  0.001
H 10.72 10.83 10.38  0.000

Values from the calculation:
spin multiplicity: 5
HOMO (spin up / spin down): -12.733 / -12.728 eV
energy relative to the best compared isomer or geometry (same formula, charge and spin): 0.0 kJ/mol
net charge: +2
Kohn-Sham gap (spin up / spin down): 6.097 / 3.864 eV
<S²>: 6.0441
LUMO energy (spin up / spin down): -6.64 / -8.86 eV

Molecular formula: C8H16AlFKO6
Method: DFT, ωB97M-V with the def2-TZVPD basis set

Each line ends with the Löwdin charge.
Positions of all 33 atoms, in Å:
Al 4.14 -0.54 5.53  0.996
K -1.53 -2.71 5.94  0.967
F 0.70 -0.91 3.09  -0.403
C -6.81 -2.56 -3.79  -0.008
C -6.36 -3.66 -2.85  -0.155
O -4.98 -3.65 -2.59  0.133
C -4.47 -4.58 -1.73  -0.423
O -4.99 -5.64 -1.30  0.194
O -3.25 -4.12 -1.32  0.082
C -2.67 -4.80 -0.22  -0.011
H -7.83 -2.73 -4.15  0.105
H -6.17 -2.58 -4.67  0.108
H -6.78 -1.51 -3.49  0.106
H -6.59 -4.63 -3.28  0.173
H -6.98 -3.59 -1.95  0.174
H -3.39 -5.19 0.50  0.113
H -1.95 -4.21 0.34  0.108
H -2.08 -5.66 -0.54  0.131
C 7.22 4.27 0.58  -0.017
C 6.41 5.04 1.63  -0.154
O 5.08 5.17 1.13  0.111
C 4.15 4.22 1.44  -0.534
O 4.32 3.28 2.14  0.203
O 2.96 4.61 0.96  0.081
C 1.89 3.65 0.84  0.018
H 6.71 3.33 0.38  0.083
H 8.26 4.14 0.87  0.104
H 7.11 4.73 -0.40  0.096
H 6.78 6.05 1.81  0.146
H 6.51 4.46 2.55  0.134
H 1.00 4.22 0.57  0.113
H 1.62 3.29 1.84  0.108
H 1.99 2.81 0.16  0.119

Values from the calculation:
HOMO: -16.887 eV
energy relative to the best compared isomer or geometry (same formula, charge and spin): 153.3 kJ/mol
net charge: +3
Kohn-Sham gap: 1.324 eV
LUMO energy: -15.56 eV

Molecular formula: C19H48B3IN8O19P2S2
Method: DFT, ωB97M-V with the def2-TZVPD basis set

Each line ends with the Löwdin charge.
Positions of all 102 atoms, in Å:
C 3.80 6.80 0.44  -0.104
C 4.04 5.39 -0.14  -0.254
C 3.15 5.05 -1.34  -0.185
C 1.65 5.26 -1.06  -0.205
N 0.84 4.09 -1.42  -0.241
C 1.18 2.87 -0.66  -0.201
C 1.67 1.74 -1.58  -0.162
C 1.25 0.33 -1.11  -0.173
C 2.42 -0.67 -0.91  -0.045
B 2.16 -1.59 0.32  -0.475
O 2.18 -2.99 0.18  0.276
B 1.34 -3.62 1.05  -0.598
P -0.17 -4.68 0.46  0.780
O -1.15 -3.67 -0.04  -0.436
O 1.38 -3.27 2.38  0.149
B 1.33 -1.89 2.57  -0.727
P 0.46 -1.49 4.28  0.491
O -1.11 -1.50 3.73  -0.428
I 0.93 0.87 4.56  0.449
O 1.81 -1.09 1.58  0.242
C -0.53 4.45 -1.39  -1.123
S -1.48 4.40 -0.07  0.735
S -1.01 4.97 -2.98  0.933
C -2.32 6.16 -2.61  -0.505
C -2.85 6.79 -3.89  -0.336
C -4.05 7.68 -3.60  -0.112
H 3.06 7.35 -0.13  0.067
H 4.72 7.39 0.44  0.065
H 3.45 6.77 1.47  0.070
H 5.08 5.29 -0.44  0.100
H 3.88 4.64 0.64  0.099
H 3.46 5.64 -2.20  0.115
H 3.30 4.00 -1.60  0.093
H 1.27 6.10 -1.65  0.108
H 1.47 5.51 0.00  0.120
H 1.94 3.11 0.09  0.123
H 0.30 2.55 -0.09  0.068
H 1.28 1.94 -2.58  0.110
H 2.76 1.79 -1.66  0.096
H 0.67 0.42 -0.19  0.103
H 0.57 -0.09 -1.85  0.117
H 2.51 -1.32 -1.78  0.115
H 3.36 -0.13 -0.80  0.115
H 0.18 -5.70 -0.45  -0.001
H -0.61 -5.39 1.60  -0.004
H -1.47 -2.39 3.88  0.001
H -1.88 6.92 -1.96  0.084
H -3.11 5.66 -2.06  0.059
H -2.07 7.38 -4.37  0.108
H -3.14 6.01 -4.60  0.079
H -3.78 8.49 -2.92  0.075
H -4.85 7.12 -3.10  0.074
H -4.46 8.12 -4.51  0.071
C -1.63 2.47 -6.67  0.056
N -2.37 3.76 -6.76  -0.436
O -3.45 3.77 -7.30  0.056
O -1.83 4.73 -6.27  0.043
H -2.24 1.70 -7.14  0.096
H -0.68 2.61 -7.17  0.102
H -1.47 2.27 -5.61  0.097
C 2.01 -5.57 4.64  0.068
N 1.91 -7.02 4.33  -0.427
O 2.78 -7.76 4.73  0.078
O 0.94 -7.38 3.68  0.027
H 2.91 -5.40 5.21  0.068
H 2.04 -5.05 3.69  0.089
H 1.12 -5.28 5.19  0.104
C 6.27 -5.60 5.62  0.056
N 5.85 -4.18 5.64  -0.444
O 4.69 -3.92 5.37  0.048
O 6.69 -3.36 5.93  0.083
H 5.42 -6.22 5.35  0.081
H 7.08 -5.68 4.89  0.103
H 6.65 -5.84 6.61  0.103
C 2.03 -9.76 1.27  0.051
N 2.20 -8.82 0.12  -0.449
O 3.30 -8.72 -0.37  0.073
O 1.21 -8.22 -0.25  0.037
H 2.99 -10.22 1.47  0.096
H 1.66 -9.19 2.11  0.070
H 1.29 -10.50 0.96  0.102
C -2.04 -6.59 4.54  0.052
N -2.53 -5.19 4.42  -0.423
O -3.72 -4.99 4.43  0.110
O -1.69 -4.31 4.33  0.020
H -2.91 -7.24 4.61  0.101
H -1.44 -6.79 3.66  0.073
H -1.42 -6.63 5.43  0.102
C -3.68 0.52 2.76  0.041
N -4.20 1.92 2.71  -0.454
O -5.36 2.09 2.40  0.060
O -3.41 2.80 3.01  0.051
H -4.50 -0.14 2.50  0.094
H -2.85 0.44 2.06  0.097
H -3.33 0.34 3.77  0.092
C -6.69 3.13 -6.54  0.045
N -7.42 2.03 -7.21  -0.455
O -6.77 1.16 -7.75  0.064
O -8.64 2.07 -7.16  0.059
H -5.63 2.97 -6.67  0.063
H -7.00 4.06 -7.01  0.103
H -6.98 3.13 -5.50  0.101

Values from the calculation:
HOMO: -8.348 eV
Kohn-Sham gap: 7.725 eV
LUMO energy: -0.62 eV

Molecular formula: C5H10BrISi
Method: DFT, ωB97M-V with the def2-TZVPD basis set

Each line ends with the Löwdin charge.
Positions of all 18 atoms, in Å:
C -1.56 -2.43 -0.14  -0.184
C -1.66 -1.12 -0.22  -0.752
C -0.32 1.68 1.18  -0.213
C 0.43 1.06 -1.63  -0.229
C 1.97 -0.53 0.90  -0.745
Si 0.39 0.37 0.07  0.623
Br -3.23 -0.08 -0.53  0.592
I 3.54 -0.50 -0.55  0.724
H -2.20 -3.24 -0.49  0.046
H -0.63 -2.88 0.25  0.039
H -0.09 1.84 2.23  0.027
H -0.36 2.57 0.61  0.005
H -1.42 1.41 1.32  0.027
H -0.59 0.91 -2.01  0.032
H 0.63 2.15 -1.63  0.059
H 0.96 0.49 -2.29  -0.033
H 2.31 -0.05 1.82  -0.012
H 1.84 -1.62 1.13  -0.007

Values from the calculation:
HOMO: -8.577 eV
energy relative to the best compared isomer or geometry (same formula, charge and spin): 171.0 kJ/mol
Kohn-Sham gap: 8.700 eV
LUMO energy: 0.12 eV

Molecular formula: C2H3N3O
Method: DFT, ωB97M-V with the def2-TZVPD basis set

Each line ends with the Löwdin charge.
Positions of all 9 atoms, in Å:
O -1.19 -0.98 -2.06  0.061
C -1.19 -0.85 -0.75  -0.148
N -0.35 -1.05 0.10  -0.087
N 0.39 -0.87 1.10  0.053
C 0.73 2.20 0.81  -0.104
N 0.73 3.30 0.44  0.034
H -0.30 -1.18 -2.40  0.122
H 0.45 -1.75 1.62  0.075
H 0.73 1.17 1.14  -0.007

Values from the calculation:
HOMO: -9.718 eV
energy relative to the best compared isomer or geometry (same formula, charge and spin): 421.9 kJ/mol
Kohn-Sham gap: 9.164 eV
LUMO energy: -0.55 eV

Molecular formula: FeH12O6
Method: DFT, ωB97M-V with the def2-TZVPD basis set

Each line ends with the Mulliken spin population.
Positions of all 19 atoms, in Å:
Fe -0.07 -0.04 0.00  3.852
O -0.79 -1.94 0.66  0.025
H -0.56 -2.85 0.43  0.001
H -1.20 -1.99 1.53  -0.001
O -0.67 0.91 1.83  0.019
H -1.53 0.97 2.27  0.000
H -0.03 1.28 2.46  0.001
O -1.89 0.33 -0.97  0.029
H -2.83 0.42 -0.77  0.003
H -1.78 0.72 -1.85  0.000
O 0.52 1.94 -0.84  0.020
H 0.69 2.37 -1.69  0.002
H 0.71 2.62 -0.18  -0.001
O 0.85 -0.87 -1.77  0.022
H 1.30 -0.28 -2.40  -0.001
H 0.97 -1.76 -2.12  0.000
O 1.78 -0.45 1.00  0.028
H 2.03 -0.55 1.93  0.001
H 2.51 -0.84 0.49  0.000

Values from the calculation:
spin multiplicity: 5
HOMO (spin up / spin down): -19.299 / -17.459 eV
energy relative to the best compared isomer or geometry (same formula, charge and spin): 18.6 kJ/mol
net charge: +2
Kohn-Sham gap (spin up / spin down): 12.269 / 10.295 eV
<S²>: 6.0052
LUMO energy (spin up / spin down): -7.03 / -7.16 eV

no.,DFT total energy (eV)
1,-42048.042
2,-79877.246
3,-46443.559
4,-121670.728
5,-91365.613
6,-8636.122
7,-46853.254